{"formula": "C6H12O", "method": "ωB97M-V with the def2-TZVPD basis set", "total_charge": 0, "smiles": "C=CCCC=O.C", "relative_energy_kj_mol": 140.14, "e_lumo_ev": 0.9462, "orbital_gap_ev": 10.5, "homo_energy_ha": -0.352, "species": ["C", "C", "C", "C", "C", "O", "H", "H", "H", "H", "H", "H", "H", "H", "C", "H", "H", "H", "H"], "coordinates": [[1.100, 1.348, -1.226], [0.257, 1.268, -0.201], [-1.244, 1.246, -0.329], [-1.930, -0.104, -0.055], [-1.422, -0.919, 1.107], [-0.679, -0.524, 1.974], [2.175, 1.384, -1.071], [0.754, 1.369, -2.258], [0.648, 1.227, 0.813], [-1.658, 1.998, 0.351], [-1.518, 1.553, -1.345], [-1.913, -0.749, -0.944], [-2.998, 0.064, 0.155], [-1.810, -1.962, 1.131], [2.052, -1.443, 0.382], [1.830, -0.898, 1.302], [2.462, -2.427, 0.621], [2.767, -0.877, -0.219], [1.126, -1.552, -0.187]], "forces_ev_per_a": [[-0.115, 0.019, 0.096], [0.122, 0.032, -0.132], [-0.030, 0.095, -0.042], [0.037, 0.020, 0.010], [0.159, 0.161, 0.254], [-0.409, -0.129, -0.336], [-0.194, -0.016, -0.024], [-0.007, 0.053, 0.125], [-0.039, 0.001, -0.166], [0.055, -0.101, -0.044], [0.005, 0.000, 0.158], [0.093, 0.051, 0.119], [0.109, -0.084, -0.079], [0.060, 0.113, 0.043], [0.027, -0.035, 0.011], [0.060, -0.122, -0.141], [-0.032, 0.106, -0.014], [-0.083, -0.135, 0.099], [0.182, -0.030, 0.064]]}